Density functional theory data (wB97M-V/def2-TZVPD) for the molecule C4H5NO in a non-equilibrium geometry.

Last column: natural (NBO) charge in e.
Cartesian coordinates (Å):
C: 0.9547 -0.9582 -0.1486  -0.20
C: -0.4536 -0.8619 -0.1968  -0.31
C: 1.7099 0.3155 -0.0058  -0.08
C: -1.1511 0.3091 0.0922  0.19
N: 1.2525 1.4465 -0.1480  -0.26
O: -2.5204 0.5455 -0.0838  -0.67
H: 1.5935 -1.7510 0.0538  0.21
H: -1.1040 -1.6405 -0.4400  0.23
H: 2.7330 0.0035 0.4603  0.20
H: -0.5600 1.0875 0.7056  0.20
H: -2.4544 1.5041 -0.2889  0.49

Values from the calculation:
Spin multiplicity: 1
Largest force on an atom in eV Å⁻¹: 3.29
ΔE to the lowest compared entry with this formula, charge and spin in kJ/mol: 435.87
HOMO-LUMO gap (spin up / spin down) in eV: 7.377 / 8.370